Record 1
{
  "formula": "C5H20NO5",
  "method": "ωB97M-V/def2-TZVPD",
  "species": ["C", "O", "C", "C", "C", "C", "N", "H", "H", "H", "H", "H", "H", "H", "H", "H", "H", "H", "H", "H", "H", "O", "H", "H", "O", "H", "H", "O", "H", "H", "O"],
  "coordinates": [[1.76917, -3.02239, -0.53165], [1.45947, -3.33423, 0.82015], [0.52767, -2.41509, -1.19033], [0.46532, -0.87984, -1.15549], [0.39802, -0.25151, 0.20789], [0.05544, -0.78851, 1.36398], [0.82891, 1.15756, 0.22052], [2.57311, -2.28036, -0.50726], [2.13626, -3.88647, -1.08919], [1.98072, -4.06140, 1.17444], [-0.33183, -2.75742, -0.61560], [0.41210, -2.77041, -2.21306], [1.34554, -0.43548, -1.63542], [-0.40421, -0.63712, -1.76402], [-0.50983, -1.70998, 1.41174], [0.07559, -0.20469, 2.28011], [-0.01308, 1.85973, 0.22266], [1.50576, 1.37997, -0.51078], [1.37550, 1.34901, 1.06729], [-4.32203, 1.98368, -0.04812], [-3.85257, 1.20140, 1.21528], [-3.64703, 1.38586, 0.28966], [-2.35584, 0.00773, -1.83909], [-2.68259, 1.25662, -2.66069], [-1.95463, 0.79814, -2.22273], [-1.78735, 3.26193, 0.69309], [-2.01737, 2.00361, -0.11767], [-1.29528, 2.61303, 0.17876], [3.02910, 3.75634, 1.97675], [2.78929, 2.40036, 2.81210], [2.44668, 3.01992, 2.16671]],
  "forces_ev_per_angstrom": [[0.2137, 0.2511, 0.1568], [-0.3571, -0.2330, 0.2800], [0.2229, 0.2434, 0.7470], [-0.0059, -0.4317, -0.2368], [0.0671, -0.2573, -0.1851], [-1.0803, 0.4416, 0.0525], [0.7061, 0.3971, 0.5686], [0.1420, 0.0322, -0.2824], [-0.1388, -0.0747, 0.0987], [0.1250, 0.0620, -0.3150], [-0.1181, -0.3567, -0.1469], [0.0280, 0.1377, -0.0216], [-0.0824, -0.1916, -0.2754], [0.2260, 0.5430, 0.0273], [0.6698, -0.2654, -0.0110], [0.1199, -0.0347, -0.0646], [0.5545, -0.4584, -0.1081], [-0.4004, -0.0592, -0.3202], [-0.2907, 0.2165, 0.1074], [-0.1978, -0.0911, 0.1772], [-0.1465, 0.0878, -0.1850], [-0.0739, -0.1572, -0.0155], [-0.1502, 0.1511, -0.0824], [0.1137, -0.0806, -0.0410], [-0.1927, 0.0388, 0.1233], [0.4111, 0.1376, 0.1725], [0.4771, 0.2570, 0.1221], [-0.8111, -0.1092, -0.3370], [0.4372, -0.1791, 0.4065], [0.6474, 0.5009, 0.2207], [-1.1155, -0.5178, -0.6328]],
  "mulliken_charge": [-0.52, -0.49, -0.87, -0.37, 0.56, -1.17, -0.04, 0.25, 0.40, 0.28, 0.37, 0.47, 0.46, 0.05, 0.29, 0.34, 0.35, 0.42, 0.24, 0.33, 0.30, -0.64, 0.31, 0.30, -0.67, 0.31, 0.38, -0.63, 0.32, 0.33, -0.66],
  "homo_lumo_gap_ev": 10.33,
  "charge": 1,
  "multiplicity": 1,
  "homo_ev": -12.95,
  "e_above_lowest_ev": 0.940
}

---

Record 2
{
  "formula": "C50H44IrN3OP2Si",
  "method": "ωB97M-V/def2-TZVPD",
  "species": ["Ir", "C", "Si", "C", "C", "C", "C", "C", "C", "P", "C", "C", "C", "C", "C", "C", "C", "C", "C", "C", "C", "C", "C", "C", "C", "C", "C", "C", "P", "C", "C", "C", "C", "C", "C", "C", "C", "C", "C", "C", "C", "H", "H", "H", "H", "H", "H", "H", "H", "H", "H", "H", "H", "H", "H", "H", "H", "H", "H", "H", "H", "H", "H", "H", "H", "H", "H", "H", "H", "H", "H", "H", "C", "C", "C", "C", "C", "N", "C", "O", "N", "C", "C", "C", "C", "N", "C", "C", "C", "H", "H", "H", "H", "H", "H", "H", "H", "H", "H", "H", "H", "H"],
  "coordinates": [[0.56872, -0.41111, -0.60317], [3.84089, -1.87808, -1.05565], [2.47951, -0.87573, -1.84730], [1.77579, -1.80344, -3.33583], [2.49757, -2.72650, -4.09129], [1.92555, -3.33056, -5.20415], [0.62447, -3.02489, -5.58672], [-0.11926, -2.11590, -4.84991], [0.45473, -1.53487, -3.72279], [-0.45238, -0.44764, -2.62461], [-1.68912, 0.44045, -3.57825], [-1.23183, 1.35038, -4.53408], [-2.12972, 1.99200, -5.36870], [-3.48952, 1.72886, -5.25114], [-3.94590, 0.81826, -4.30842], [-3.05099, 0.16916, -3.46980], [-1.33908, -1.43001, -1.36089], [-2.11926, -0.67935, -0.44377], [-2.69680, -1.31086, 0.63824], [-2.49452, -2.67517, 0.84240], [-1.72452, -3.41541, -0.04267], [-1.14239, -2.80028, -1.14773], [3.20132, 0.77988, -2.37579], [4.21305, 0.93859, -3.32423], [4.76354, 2.18901, -3.55917], [4.32457, 3.29996, -2.84492], [3.32822, 3.16639, -1.89307], [2.76955, 1.90925, -1.67443], [1.53667, 1.59179, -0.40397], [0.14148, 2.72721, -0.58768], [-0.18498, 3.24616, -1.83861], [-1.31768, 4.03107, -1.99067], [-2.13313, 4.29376, -0.89739], [-1.81543, 3.77468, 0.35197], [-0.68126, 2.99303, 0.50987], [2.31160, 2.01843, 1.17293], [2.29067, 3.33179, 1.64767], [2.97028, 3.66054, 2.80979], [3.68318, 2.68789, 3.49853], [3.72592, 1.38589, 3.01916], [3.04142, 1.05087, 1.86102], [4.67662, -1.91495, -1.76246], [4.21392, -1.38786, -0.15367], [3.56978, -2.90831, -0.82056], [3.52047, -2.97021, -3.82696], [2.50101, -4.04027, -5.78471], [0.19073, -3.49765, -6.45761], [-1.13297, -1.87147, -5.14410], [-0.16966, 1.54561, -4.64107], [-1.77138, 2.69020, -6.11337], [-4.19401, 2.22672, -5.90436], [-5.00299, 0.60216, -4.22974], [-3.42291, -0.55231, -2.75535], [-2.28850, 0.37809, -0.62563], [-3.30254, -0.75317, 1.33566], [-2.94563, -3.15094, 1.70585], [-1.57565, -4.47457, 0.12239], [-0.53524, -3.36851, -1.84335], [4.57335, 0.08580, -3.88985], [5.54632, 2.30479, -4.29794], [4.76675, 4.26971, -3.03111], [2.99163, 4.03217, -1.33455], [0.46093, 3.05284, -2.68702], [-1.56213, 4.44485, -2.96027], [-3.01148, 4.91440, -1.01679], [-2.44284, 3.99268, 1.20650], [-0.42848, 2.60517, 1.49129], [1.73637, 4.09803, 1.12092], [2.94520, 4.67744, 3.17763], [4.21155, 2.94900, 4.40602], [4.30177, 0.63281, 3.54197], [3.09863, 0.03856, 1.47594], [-4.90752, -4.06361, 4.55951], [-4.05812, -2.82521, 4.45568], [-2.75832, -2.78758, 4.94007], [-1.97236, -1.64089, 4.86618], [-2.48077, -0.49005, 4.27985], [-1.78880, 0.75120, 4.18321], [-0.57897, 1.13488, 4.72262], [-0.39829, 2.24306, 5.16490], [0.46042, 0.19875, 4.70614], [0.82922, -0.66100, 3.68014], [1.76763, -1.66003, 3.91814], [2.18735, -2.46035, 2.87519], [1.69951, -2.23278, 1.60496], [0.80881, -1.26133, 1.35640], [0.36926, -0.50320, 2.37523], [-3.79040, -0.50963, 3.79997], [-4.56176, -1.65475, 3.88850], [-4.38778, -4.85545, 5.09669], [-5.17699, -4.44656, 3.57279], [-5.83789, -3.85459, 5.08839], [-2.34633, -3.66820, 5.41976], [-0.99579, -1.64817, 5.32484], [-2.40158, 1.55461, 4.14173], [1.17805, 0.43653, 5.37650], [2.16484, -1.80164, 4.91630], [2.90407, -3.25288, 3.03841], [1.99627, -2.84174, 0.76394], [-0.34976, 0.27061, 2.13802], [-4.21895, 0.39477, 3.37819], [-5.58463, -1.63107, 3.52928]],
  "forces_ev_per_angstrom": [[-0.2910, -0.1055, 0.1354], [0.0044, 0.0151, -0.0107], [0.1196, -0.0511, -0.1944], [-0.0224, -0.0594, 0.0751], [0.0311, 0.0512, -0.0244], [-0.0059, 0.0008, -0.0161], [0.0049, 0.0019, -0.0027], [0.0097, -0.0204, 0.0110], [0.0876, 0.1412, -0.0336], [-0.3467, -0.6922, 0.1334], [0.2827, 0.2843, 0.0174], [0.0812, 0.0202, -0.0256], [-0.0171, 0.0025, 0.0218], [0.0045, -0.0165, 0.0190], [-0.0114, 0.0245, -0.0040], [-0.0521, 0.0166, -0.0014], [-0.3482, 0.0417, -0.5403], [0.0210, -0.0898, -0.0645], [0.0360, -0.0112, 0.0677], [0.0192, -0.0508, 0.0060], [0.0098, -0.0004, 0.0479], [0.2492, 0.0774, 0.1393], [0.0088, -0.0014, 0.1111], [-0.0329, -0.0084, -0.0364], [0.0134, -0.0027, -0.0155], [-0.0029, 0.0237, 0.0104], [-0.0267, 0.0162, -0.0353], [-0.0380, -0.1406, -0.0940], [0.0097, 0.1969, 0.1728], [0.0703, 0.0292, 0.0193], [0.0498, 0.0322, 0.0136], [-0.0226, 0.0003, 0.0077], [0.0097, -0.0083, -0.0148], [0.0046, -0.0183, 0.0050], [-0.0755, -0.0915, -0.0109], [0.0312, -0.0430, 0.0125], [-0.0443, -0.0208, 0.0299], [0.0172, -0.0149, 0.0142], [-0.0214, 0.0206, -0.0009], [-0.0042, -0.0114, -0.0247], [0.1184, 0.0474, -0.0844], [-0.0062, 0.0045, 0.0220], [0.0007, -0.0390, -0.0074], [-0.0205, 0.0323, -0.0186], [-0.0282, -0.0141, 0.0103], [-0.0097, 0.0077, 0.0106], [0.0060, 0.0083, 0.0009], [-0.0023, -0.0009, 0.0053], [-0.0029, -0.0159, 0.0060], [-0.0036, -0.0069, 0.0048], [0.0076, -0.0077, 0.0055], [0.0088, 0.0041, -0.0040], [0.0204, -0.0123, -0.0008], [-0.0279, 0.0007, 0.0437], [-0.0315, 0.0262, 0.0205], [0.0179, 0.0129, -0.0206], [-0.0053, 0.0126, -0.0130], [-0.0437, -0.0053, -0.0189], [0.0014, 0.0123, 0.0188], [-0.0187, -0.0104, 0.0077], [-0.0086, -0.0064, 0.0032], [0.0033, -0.0110, 0.0109], [-0.0091, 0.0064, -0.0101], [0.0085, -0.0078, 0.0034], [0.0065, -0.0081, 0.0048], [0.0071, 0.0061, -0.0097], [0.0036, 0.0365, -0.0079], [0.0072, 0.0029, 0.0012], [-0.0086, -0.0109, -0.0004], [0.0036, 0.0001, -0.0120], [0.0027, -0.0047, 0.0022], [-0.0213, 0.0069, 0.0309], [0.0155, 0.0108, 0.0028], [-0.0144, -0.0413, -0.0326], [0.0534, 0.0000, 0.0003], [-0.0014, -0.0141, 0.0287], [-0.0464, 0.0204, 0.0429], [-0.0017, -0.0105, -0.0946], [0.0050, 0.0615, -0.1577], [0.0142, 0.0208, 0.0301], [-0.0756, -0.1100, 0.2318], [-0.0804, 0.0789, -0.1190], [0.0067, -0.0139, 0.0829], [0.0341, -0.0763, -0.0075], [-0.2945, -0.1589, -0.1762], [0.4826, 0.6878, 0.3484], [-0.0465, -0.1790, -0.0325], [-0.0172, 0.0001, -0.0282], [-0.0011, 0.0425, -0.0127], [-0.0012, 0.0115, -0.0079], [0.0069, 0.0154, 0.0122], [0.0057, 0.0059, -0.0003], [-0.0043, 0.0244, -0.0093], [0.0244, -0.0078, -0.0321], [-0.0145, -0.0394, 0.0848], [0.0460, 0.0159, -0.0814], [-0.0233, -0.0090, -0.0020], [-0.0112, -0.0049, -0.0019], [0.0746, 0.0779, -0.0041], [0.0522, 0.0028, -0.0064], [0.0069, -0.0174, 0.0144], [0.0177, 0.0014, 0.0023]],
  "mulliken_charge": [1.11, -1.44, 0.99, 0.38, -0.89, -0.79, -0.83, -0.72, -0.17, 1.96, 0.63, -0.40, -0.84, -0.60, -0.80, -0.48, -0.54, -0.65, -0.76, -0.26, -1.14, -0.18, 0.40, -0.72, -0.82, -0.86, -0.49, 0.17, 1.58, 0.35, -0.75, -0.77, -0.85, -0.98, -0.48, 0.79, -0.60, -0.78, -0.73, -0.83, -0.12, 0.54, 0.40, 0.52, 0.48, 0.46, 0.46, 0.53, 0.47, 0.47, 0.45, 0.48, 0.44, 0.53, 0.69, 0.38, 0.50, 0.55, 0.45, 0.46, 0.46, 0.49, 0.43, 0.51, 0.44, 0.54, 0.58, 0.45, 0.48, 0.45, 0.51, -0.06, -1.46, 0.56, -1.08, -0.46, 0.91, 0.05, 0.04, -0.64, 0.18, -0.75, -0.62, -1.47, -0.50, 0.88, 0.32, -0.78, -0.40, 0.39, 0.30, 0.37, 0.38, 0.59, 0.26, 0.31, 0.62, 0.53, 0.74, 0.29, 0.39, 0.43],
  "homo_lumo_gap_ev": 6.63,
  "charge": 2,
  "multiplicity": 1,
  "homo_ev": -12.74
}

---

Record 3
{
  "formula": "C10H13NO2",
  "method": "ωB97M-V/def2-TZVPD",
  "species": ["C", "C", "C", "C", "C", "C", "C", "C", "C", "C", "H", "H", "H", "H", "H", "H", "H", "H", "H", "H", "H", "H", "H", "N", "O", "O"],
  "coordinates": [[-1.18946, 1.61734, -0.89947], [-0.83386, 0.22457, -0.28361], [-2.16694, -1.02641, 1.28849], [-2.30261, -1.78602, -0.17562], [0.57942, -0.01643, -0.06855], [1.31598, -0.52784, -1.08895], [2.72202, -0.72102, -1.05459], [3.29613, -0.43380, 0.14105], [2.52661, 0.04824, 1.28799], [1.17521, 0.27552, 1.17169], [-1.13749, 2.74156, 0.67051], [0.30208, 2.64088, 0.03032], [-2.33021, 1.65071, -0.68964], [-1.10462, 1.46954, -2.12982], [-1.50824, -1.59999, 2.12652], [-3.23431, -0.68639, 1.53166], [-1.73979, -2.78469, -0.24080], [-3.32977, -1.96906, -0.59623], [0.63924, -0.83592, -1.93765], [3.32084, -1.21796, -1.88814], [4.36962, -0.82531, 0.10052], [3.41726, 0.36447, 2.06060], [0.64611, 0.61041, 2.00067], [-0.63164, 2.68152, -0.24808], [-1.52045, 0.28169, 0.91591], [-1.55758, -0.81342, -1.06747]],
  "forces_ev_per_angstrom": [[-2.6979, -3.6467, -3.7408], [-3.6202, -0.6278, -0.7095], [0.0719, 0.4393, -1.3495], [2.5924, 0.8880, 0.1961], [1.3880, -0.5131, 0.9284], [-0.2881, -0.8382, -2.5950], [-1.5285, -0.8009, -0.9761], [0.9908, -0.8941, 0.6839], [5.2106, 0.2903, -0.6876], [1.7380, -0.4472, -0.8753], [0.6039, 0.2904, -1.2129], [2.0264, -0.4023, -0.1765], [1.8086, -0.0105, -0.7889], [0.2785, 0.9316, 3.0689], [-1.8931, 1.3405, -2.0727], [1.7686, -0.8664, 0.5440], [-0.7382, 1.4509, 0.3882], [0.9495, 0.7131, 0.6619], [1.3365, 0.3343, 0.5047], [-1.1211, 0.9125, 1.1462], [-1.2507, 1.3096, 1.2138], [-3.3898, -0.7395, -0.8901], [-1.0939, 0.6843, 1.1224], [-1.6044, 2.6386, 2.3106], [-1.3492, -2.0817, 2.2145], [-0.1886, -0.3549, 1.0912]],
  "mulliken_charge": [-1.03, 1.60, -0.31, -0.33, -0.34, 0.09, -0.80, -0.09, -0.62, -0.38, 0.35, 0.31, 0.39, 0.24, 0.26, 0.27, 0.20, 0.25, 0.31, 0.29, 0.24, 0.17, 0.58, -0.64, -0.51, -0.53],
  "homo_lumo_gap_ev": 9.74,
  "multiplicity": 1,
  "smiles": "NCC1(c2ccccc2)OCCO1",
  "homo_ev": -8.90,
  "e_above_lowest_ev": 4.393
}

---

LUMO values, unit eV, following the record order: -2.62; -6.11; 0.84.